Record 1
ORCA calculation (the ωB97M-V functional and the def2-TZVPD basis) on a cluster of 9 separate species, H17O12P in total.

CARTESIAN COORDINATES (ANGSTROEM)
O (0.73928, 0.07724, 0.44230)
H (1.02836, -0.86274, 0.40951)
H (1.13603, 0.59419, -0.29441)
H (-0.27400, 0.07212, 0.41194)
P (-2.50569, 0.22494, -1.13912)
O (-1.99744, -0.94102, -2.03958)
O (-4.04207, 0.14389, -0.93784)
O (-2.20087, 1.57539, -1.83037)
O (-1.78499, 0.16317, 0.28595)
O (0.26231, 2.83694, -1.52059)
H (-0.14878, 3.62805, -1.86865)
H (-0.49711, 2.20590, -1.40726)
O (0.54830, -0.98833, -2.09347)
H (0.80765, -1.90939, -1.99985)
H (-0.49410, -1.00223, -1.99916)
O (-1.68418, 1.45496, 2.62596)
H (-1.59644, 0.98576, 3.46000)
H (-1.70799, 0.73874, 1.94182)
O (-1.86172, -1.64492, 2.19970)
H (-1.84191, -1.09795, 1.35684)
H (-2.69138, -2.12575, 2.14709)
O (2.31186, 1.30804, -1.39654)
H (2.57960, 0.54304, -1.91817)
H (1.62123, 1.74063, -1.93422)
O (0.98279, -2.42947, 0.95385)
H (0.08732, -2.59077, 1.30416)
H (1.43101, -3.27523, 1.01406)
O (3.67035, 0.10468, 1.55514)
H (4.59855, 0.32729, 1.66741)
H (3.52401, 0.14284, 0.60349)

LUMO energy in Ha: 0.163
Total charge: -2
ΔE to the lowest compared entry with this formula, charge and spin in kJ/mol: 0.0
Largest force on an atom in Eh/bohr: 0.07424
Orbital gap in eV: 3.7299

***

Record 2
ORCA calculation (the ωB97M-V functional and the def2-TZVPD basis) on a cluster of 2 separate species, C4H12BCl3N4O4P in total.

CARTESIAN COORDINATES (ANGSTROEM)
N (3.33991, -1.87194, 1.77118)
N (3.06351, -0.68304, 1.07879)
C (1.89146, -0.13616, 1.01808)
N (0.79482, -0.65475, 1.63048)
C (-0.35166, 0.14139, 1.07049)
O (-1.41072, 0.16142, 1.93531)
B (-2.55199, -0.62620, 1.66643)
O (-2.35020, -1.96013, 1.53304)
O (-3.77710, -0.06626, 1.57182)
C (0.30947, 1.49044, 0.80067)
P (-0.42412, 2.59709, -0.46931)
O (0.11513, 3.96312, -0.47136)
N (1.66516, 1.04387, 0.31138)
H (2.45426, -2.35124, 1.92197)
H (3.90417, -2.46163, 1.16525)
H (3.85385, -0.20026, 0.67078)
H (0.81191, -0.64760, 2.64933)
H (-0.59868, -0.32673, 0.10920)
H (-3.07153, -2.41020, 1.08478)
H (-3.79508, 0.89066, 1.50507)
H (0.47526, 2.07889, 1.70517)
H (-0.15624, 1.87317, -1.64069)
H (-1.80078, 2.46471, -0.20712)
H (1.60193, 0.79755, -0.67957)
C (-0.74502, -0.53626, -4.40610)
Cl (-2.33311, -0.50797, -5.13100)
Cl (-0.88815, -0.45575, -2.61418)
Cl (0.17420, -1.95364, -4.86672)
H (-0.20065, 0.34746, -4.71315)

LUMO energy in Ha: -0.121
Total charge: +1
Largest force on an atom in Eh/bohr: 0.01956
Orbital gap in eV: 10.4913

***

Record 3
ORCA calculation (the ωB97M-V functional and the def2-TZVPD basis) on a structure of composition C27H42BrKN4O5SSi.

CARTESIAN COORDINATES (ANGSTROEM)
K (-0.27036, 2.48061, -1.28665)
N (-3.99551, 2.97078, 4.11323)
C (-3.10343, 2.15473, 3.41211)
S (-3.73529, 0.69561, 2.76888)
N (-1.87863, 2.61470, 3.42366)
N (-0.96693, 1.97485, 2.63347)
C (0.23173, 2.03655, 3.06045)
C (1.37821, 1.46182, 2.34160)
C (2.44467, 0.98269, 3.11165)
C (3.52101, 0.38414, 2.48764)
C (3.51648, 0.28705, 1.10444)
C (2.43193, 0.80928, 0.41261)
N (1.38802, 1.38967, 1.00633)
H (-4.77739, 2.45657, 4.48338)
H (-3.53384, 3.58769, 4.76593)
H (0.43849, 2.49985, 4.03162)
H (2.40033, 1.07281, 4.19013)
H (4.35055, -0.00007, 3.07085)
H (4.33419, -0.16642, 0.56025)
H (2.39850, 0.79007, -0.67472)
O (3.71818, 1.91014, -3.23458)
C (2.61262, 2.30699, -2.82762)
O (1.64636, 1.58371, -2.45901)
C (2.50808, 3.84936, -2.63326)
C (2.58778, 4.22573, -1.13516)
C (3.14864, 5.65121, -0.99708)
C (1.92246, 6.49785, -1.43074)
C (0.89766, 5.39647, -1.74791)
O (1.21967, 4.41932, -0.73871)
C (1.26596, 4.70616, -3.07007)
C (0.08541, 4.03591, -3.84847)
O (0.31619, 3.81990, -5.04613)
O (-0.98771, 3.84362, -3.21091)
H (3.39426, 4.23475, -3.13580)
H (3.04785, 3.47870, -0.49098)
H (4.02415, 5.80427, -1.62806)
H (3.42529, 5.85890, 0.03820)
H (2.12158, 7.13653, -2.29193)
H (1.56925, 7.12340, -0.60889)
H (-0.14998, 5.67365, -1.66314)
H (1.62990, 5.45806, -3.77407)
C (0.13385, -4.42462, -1.79135)
C (0.20301, -2.95497, -1.34881)
C (0.11594, -2.05694, -2.59674)
C (1.59723, -2.69936, -0.75566)
Si (-1.16422, -2.53197, -0.06135)
Br (-1.24125, -0.31174, 0.05030)
C (-0.70517, -3.08999, 1.72634)
C (-0.26823, -4.56240, 1.76935)
C (-1.90205, -2.91384, 2.67418)
C (0.42479, -2.22886, 2.31715)
C (-2.92420, -3.09947, -0.60348)
C (-4.02836, -2.33503, 0.14518)
C (-3.13585, -4.60412, -0.37716)
C (-3.14009, -2.80393, -2.09548)
H (0.97989, -4.63803, -2.45436)
H (-0.77769, -4.64453, -2.34850)
H (0.19070, -5.11881, -0.94940)
H (0.88356, -2.37686, -3.30962)
H (0.32357, -1.01406, -2.35803)
H (-0.84626, -2.10809, -3.10224)
H (2.34426, -2.83117, -1.54564)
H (1.84434, -3.38727, 0.05416)
H (1.69424, -1.67679, -0.38982)
H (-1.03569, -5.23573, 1.38039)
H (-0.07769, -4.84766, 2.81068)
H (0.65107, -4.74045, 1.20991)
H (-2.71921, -3.59952, 2.44408)
H (-2.28633, -1.89066, 2.67073)
H (-1.57160, -3.13507, 3.69560)
H (1.35768, -2.29292, 1.75839)
H (0.62369, -2.57475, 3.33842)
H (0.13739, -1.17940, 2.37690)
H (-4.02727, -2.51117, 1.21745)
H (-4.99992, -2.66144, -0.24523)
H (-3.95086, -1.25818, 0.00144)
H (-3.12956, -4.86060, 0.68296)
H (-2.38345, -5.21586, -0.87836)
H (-4.11583, -4.89217, -0.77588)
H (-2.98301, -1.74773, -2.32006)
H (-4.17640, -3.04739, -2.35625)
H (-2.49134, -3.39405, -2.74267)

LUMO energy in Ha: 0.148
Total charge: -2
ΔE to the lowest compared entry with this formula, charge and spin in kJ/mol: 37.6
Largest force on an atom in Eh/bohr: 0.02459
Orbital gap in eV: 6.1922

***

Record 4
ORCA calculation (the ωB97M-V functional and the def2-TZVPD basis) on a cluster of 2 separate species, C2H7NOS in total.

CARTESIAN COORDINATES (ANGSTROEM)
C (1.15831, 0.55589, 0.52454)
C (-0.07896, -1.51581, -0.38686)
N (-1.61453, 0.90045, -0.17609)
O (-1.42830, 1.95668, 0.47171)
S (0.46539, 0.06024, -1.03452)
H (1.78333, -0.21182, 0.97205)
H (0.34130, 0.84837, 1.28737)
H (-0.90667, -1.18794, 0.35013)
H (-0.45093, -2.10361, -1.35045)
H (0.78344, -1.98381, 0.16091)
H (-1.78765, 1.15358, -1.20932)
H (1.73525, 1.52777, 0.39055)

LUMO energy in Ha: 0.006
ΔE to the lowest compared entry with this formula, charge and spin in kJ/mol: 400.0
SMILES: CSC.N=O
Largest force on an atom in Eh/bohr: 0.05808
Orbital gap in eV: 8.9353

***

Record 5
ORCA calculation (the ωB97M-V functional and the def2-TZVPD basis) on a cluster of 2 separate species, HI5Si2 in total.

CARTESIAN COORDINATES (ANGSTROEM)
Si (-3.93938, -0.56082, 0.55672)
Si (1.99215, 0.61338, -0.56056)
I (-1.66224, -1.75994, 0.83252)
I (1.46296, -1.38433, -1.90676)
I (0.94506, 2.42335, -1.79642)
I (1.23262, 0.83725, 1.78813)
I (4.46787, 0.99530, -0.65265)
H (-4.49904, -1.16419, 1.73904)

LUMO energy in Ha: -0.054
ΔE to the lowest compared entry with this formula, charge and spin in kJ/mol: 185.8
Largest force on an atom in Eh/bohr: 0.03511
Orbital gap in eV: 7.4930

***

Record 6
ORCA calculation (the ωB97M-V functional and the def2-TZVPD basis) on an isolated molecule of C4H5NO.

CARTESIAN COORDINATES (ANGSTROEM)
C (1.36402, -0.09398, 0.34531)
C (-0.07426, -0.21233, -0.09189)
N (-1.05804, -0.66682, 0.59552)
O (-0.73990, -1.05032, 1.88108)
C (-0.52283, 0.42342, -1.31552)
C (-1.04121, 1.11599, -2.15552)
H (1.86676, -1.06279, 0.25884)
H (1.88308, 0.62829, -0.29034)
H (1.42700, 0.22415, 1.39230)
H (-1.61447, -1.03304, 2.29164)
H (-1.49015, 1.72744, -2.91141)

LUMO energy in Ha: 0.034
ΔE to the lowest compared entry with this formula, charge and spin in kJ/mol: 350.3
SMILES: C#C/C(C)=N/O
Largest force on an atom in Eh/bohr: 0.01421
Orbital gap in eV: 10.2208